Record 1
A structure of composition C39H37N13O2SSn, computed with wB97M-V/def2-TZVPD.

Structure (ORCA input):
```
! RIJCOSX wB97M-V def2-TZVPD def2/J DEFGRID3
* xyz 2 1
Sn 0.46801 -0.27150 -0.12769
C 1.00891 -0.81600 -4.87149
C 1.47971 -0.27340 -3.67789
N 0.67021 0.35860 -2.84819
C -0.61699 0.47230 -3.18319
C -1.09679 -0.20770 -4.30859
N -0.28419 -0.83250 -5.13559
C -1.44429 1.33660 -2.33139
C -2.66189 1.84630 -2.77129
C -3.36789 2.71080 -1.94099
C -2.81559 3.04620 -0.70739
C -1.58929 2.49480 -0.35019
N -0.93839 1.65280 -1.14719
C -0.89059 2.90460 0.85951
C -1.50879 3.59650 2.07231
N -0.33949 4.03470 2.80311
C 0.44691 3.08330 3.56661
C 0.80371 3.39110 2.14951
N 0.36231 2.69220 1.00671
C -4.65779 3.26730 -2.36449
C -5.71719 3.36700 -1.46509
C -6.92299 3.87830 -1.92149
N -7.08139 4.27680 -3.16309
C -6.09189 4.20710 -4.02519
C -4.84819 3.70160 -3.67399
H 1.65831 -1.26560 -5.60879
H 2.51771 -0.33270 -3.38529
H -2.14899 -0.27690 -4.54369
H -3.05379 1.58610 -3.74099
H -3.31579 3.75650 -0.06819
H -2.12239 4.47410 1.85851
H 1.07221 3.61260 4.28131
H 1.70211 3.97170 1.97751
H -5.61349 3.03580 -0.44449
H -7.78079 3.97380 -1.27089
H -6.29179 4.56460 -5.02519
H -4.04119 3.67740 -4.38919
S 1.35861 -2.78210 1.94381
C 2.03221 -1.38690 2.65561
N 3.34121 -1.23360 2.86351
N 4.13011 -2.09810 2.36591
C 5.49321 -2.03290 2.41861
C 6.23841 -3.06220 1.82111
C 7.61351 -2.99770 1.83531
C 8.25401 -1.91950 2.43961
C 7.51651 -0.90680 3.04631
C 6.14051 -0.95450 3.04261
N 1.27211 -0.38490 3.11941
N 0.16381 -0.08720 2.60931
C -0.61439 0.89840 3.08501
C -1.77309 1.21100 2.45861
C -2.41189 2.50660 2.79511
C -2.40259 2.71560 4.28341
C -1.33589 2.32640 4.96421
C -0.14949 1.83030 4.17821
H 3.69951 -2.89560 1.85871
H 5.72731 -3.90070 1.37001
H 8.19731 -3.78430 1.38441
H 9.33101 -1.87160 2.44111
H 8.02571 -0.08420 3.52251
H 5.53641 -0.18640 3.49921
H -2.15659 0.60060 1.65931
H -3.41929 2.58110 2.38341
H -3.27029 3.15140 4.74821
H -1.25499 2.40780 6.03441
H 0.59581 1.34630 4.80881
C -3.88159 -1.30600 0.07531
C -2.49509 -1.87280 0.40291
C -2.37039 -2.14550 1.90411
O -1.51389 -0.99920 -0.10269
H -4.65089 -2.02330 0.34441
H -3.95229 -1.08940 -0.98859
H -4.05779 -0.38340 0.62471
H -2.39579 -2.84570 -0.10639
H -2.70839 -1.30120 2.49881
H -1.33049 -2.35400 2.14791
H -2.97159 -3.01020 2.16871
C 4.46271 -3.53910 -2.00209
N 3.02521 -3.47360 -2.13209
C 2.34851 -4.24610 -3.00469
C 1.00451 -4.13700 -3.15609
C 0.33771 -3.14700 -2.38099
N 1.02661 -2.40320 -1.52289
C 2.34511 -2.55880 -1.33539
O 2.94481 -1.90790 -0.48569
N -0.96119 -2.89090 -2.49309
H 4.85111 -4.37360 -2.57839
H 4.72801 -3.65710 -0.95259
H 4.90931 -2.60940 -2.35799
H 2.92861 -4.96010 -3.57069
H 0.46221 -4.76700 -3.83789
H -1.56639 -3.47730 -3.04219
H -1.34539 -2.22270 -1.83619
*
```

## Properties
LUMO level (spin up / spin down)   -8.54 / -8.54 eV
Frontier orbital gap (spin up / spin down)   4.61 / 4.61 eV
Energy relative to the best compared isomer or geometry (same formula, charge and spin)   484.02 kJ/mol
HOMO energy (spin up / spin down)   -0.483 / -0.483 Eh

Mulliken analysis output, partial charges in e: 1.028 -0.729 -0.209 -0.422 0.407 -0.118 -0.550 0.839 -0.975 0.483 -0.902 -0.360 -0.213 0.105 0.277 -0.669 -0.600 -0.422 -0.250 0.471 -0.539 -0.469 -0.567 -0.467 -0.532 0.438 0.567 0.483 0.647 0.956 0.619 0.460 0.597 0.476 0.388 0.387 0.507 -0.260 0.165 -0.690 0.749 0.680 -0.157 -0.880 -0.358 -0.711 -0.201 -0.904 0.509 -0.517 0.283 -0.360 -1.170 -0.779 0.173 0.197 0.481 0.412 0.424 0.409 0.468 0.078 0.808 0.527 0.525 0.767 -1.318 0.010 -1.068 -0.028 0.474 0.281 0.182 0.733 0.229 -0.008 0.542 -0.745 0.236 -0.152 -1.325 0.679 0.532 -0.286 -0.542 0.012 0.346 0.140 0.308 0.395 0.499 0.258 -0.195

***

Record 2
A structure of composition C22H24ClN3O6PdS, computed with wB97M-V/def2-TZVPD.

Structure (ORCA input):
```
! RIJCOSX wB97M-V def2-TZVPD def2/J DEFGRID3
* xyz -1 2
Pd -0.41979 -0.51769 0.03503
C 2.87551 -2.75617 0.18263
C 3.02567 -1.33414 -0.22815
N 2.02570 -0.50516 -0.41490
C 2.56119 0.68474 -0.81186
C 3.92587 0.58479 -0.85313
N 4.20089 -0.71347 -0.48709
C 5.02095 1.52255 -1.16819
O 4.66266 2.74725 -1.43773
O 6.17314 1.12552 -1.13805
C 1.65273 1.83100 -1.11402
O 2.20747 2.90598 -1.48255
O 0.44090 1.60616 -0.97691
H 1.81407 -2.99855 0.11913
H 3.24189 -2.91838 1.19896
H 3.42872 -3.41751 -0.48719
H 5.13563 -1.08432 -0.43562
H 3.60683 2.87076 -1.34831
O -2.50731 0.75156 -0.69311
N -3.45021 0.61390 0.17998
C -4.38746 1.58699 0.29817
C -5.46079 1.45899 1.13717
C -5.58773 0.29837 1.89983
C -4.60022 -0.65631 1.82391
C -3.49329 -0.49399 0.99263
S -2.19647 -1.62622 0.92280
H -4.19547 2.43081 -0.34663
H -6.18585 2.25842 1.18968
H -6.43546 0.15652 2.55649
H -4.63905 -1.55310 2.42716
Cl -2.23348 1.18702 3.44999
C -0.79653 2.00102 2.89822
C -0.72254 3.36674 3.12177
C 0.41890 4.06180 2.76238
C 1.49418 3.37731 2.21240
C 1.39849 2.01790 1.99499
C 0.23822 1.28764 2.28553
C 0.18135 -0.15576 1.97901
H -1.56263 3.86980 3.58122
H 0.46894 5.13142 2.92147
H 2.39897 3.90031 1.93241
H 2.24123 1.48736 1.57344
H -0.50417 -0.70416 2.60834
H 1.16817 -0.60227 1.92230
C 0.36592 -1.38415 -3.00761
C -0.39832 -2.45443 -2.21036
C -1.90386 -2.30389 -2.48453
C 0.05902 -3.84527 -2.67078
O -0.11902 -2.39155 -0.83324
H 0.15261 -1.46383 -4.07694
H 1.44116 -1.49357 -2.85567
H 0.08372 -0.37833 -2.68378
H -2.13291 -2.48153 -3.54003
H -2.24606 -1.30215 -2.21833
H -2.45778 -3.01773 -1.87324
H -0.06892 -3.96895 -3.74929
H -0.51935 -4.61443 -2.15535
H 1.11395 -3.98563 -2.42446
*
```

## Properties
LUMO level (spin up / spin down)   2.13 / 1.76 eV
Expectation value of S²   0.761
Frontier orbital gap (spin up / spin down)   6.95 / 6.85 eV
Energy relative to the best compared isomer or geometry (same formula, charge and spin)   106.56 kJ/mol
HOMO energy (spin up / spin down)   -0.177 / -0.187 Eh

natural (NBO) analysis output, partial charges in e: 1.037 -0.682 0.390 -0.494 0.002 -0.030 -0.496 0.765 -0.685 -0.654 0.773 -0.726 -0.709 0.296 0.215 0.217 0.433 0.501 -0.587 0.047 0.002 -0.270 -0.210 -0.239 -0.004 -0.046 0.231 0.218 0.211 0.226 -0.016 -0.011 -0.238 -0.224 -0.147 -0.185 -0.098 -0.479 0.217 0.208 0.210 0.215 0.225 0.211 -0.640 0.234 -0.645 -0.610 -0.798 0.196 0.202 0.224 0.188 0.228 0.209 0.192 0.204 0.198

***

Record 3
A structure of composition C39H33BrIN3O2PRe, computed with wB97M-V/def2-TZVPD.

Structure (ORCA input):
```
! RIJCOSX wB97M-V def2-TZVPD def2/J DEFGRID3
* xyz 3 4
Re -1.01492 0.50389 -0.78166
C -5.59014 1.83465 -1.14132
N -4.34810 2.13682 -1.88862
C -4.31467 2.97067 -2.98456
C -3.17348 3.22900 -3.66279
C -1.95320 2.63313 -3.21507
N -2.02050 1.87264 -2.10358
C -3.18852 1.60759 -1.51107
O -3.03327 0.76274 -0.54281
N -0.80007 2.79347 -3.82777
H -6.42085 2.26580 -1.69219
H -5.52616 2.27419 -0.14802
H -5.70956 0.75561 -1.06952
H -5.26840 3.38811 -3.27774
H -3.19040 3.86200 -4.53625
H -0.73207 3.36940 -4.65362
H 0.03248 2.31006 -3.52215
C 3.36824 -0.74892 -4.01380
C 3.08312 0.18126 -2.99419
C 1.80905 0.29320 -2.50059
C 0.76504 -0.51886 -2.99674
C -0.57464 -0.45193 -2.49929
C -1.59456 -1.15679 -3.12576
C -1.30794 -2.03259 -4.18189
C -0.01629 -2.17084 -4.62222
C 1.04248 -1.41852 -4.05671
C 2.36849 -1.52189 -4.53950
H 4.37551 -0.83261 -4.39512
H 3.87177 0.80651 -2.59938
H 1.61013 1.02764 -1.72027
H -2.61740 -1.08812 -2.77259
H -2.10444 -2.60216 -4.63817
H 0.20654 -2.85269 -5.43161
H 2.57895 -2.21474 -5.34430
Br -3.88409 0.87923 2.42679
C -3.19604 2.33870 3.39741
C -3.87442 2.73053 4.54474
C -3.44048 3.82800 5.27348
C -2.33310 4.55061 4.86080
C -1.64176 4.16965 3.71860
C -2.08481 3.06537 3.00895
I -0.83066 2.61225 1.35844
H -4.74645 2.17532 4.85743
H -3.97799 4.11899 6.16401
H -1.99786 5.41182 5.41921
H -0.77314 4.72737 3.39937
O 0.22249 -0.51152 0.22594
P 1.35560 -1.31236 1.03785
C 1.38950 -2.97279 0.44711
C 0.99237 -4.02229 1.27868
C 1.03892 -5.32459 0.80347
C 1.47394 -5.57541 -0.48819
C 1.86844 -4.53056 -1.32034
C 1.83150 -3.23014 -0.85877
C 2.89883 -0.49427 0.72831
C 4.04923 -1.25276 0.51332
C 5.27737 -0.61603 0.39824
C 5.35659 0.76425 0.49729
C 4.21065 1.52306 0.72092
C 2.98582 0.89597 0.84394
C 0.95814 -1.22859 2.75994
C 1.99360 -1.42383 3.67834
C 1.71250 -1.41025 5.03285
C 0.41241 -1.19161 5.46955
C -0.61448 -0.99337 4.55764
C -0.34605 -1.01206 3.19817
H 0.65285 -3.82786 2.28585
H 0.74040 -6.14169 1.44412
H 1.51528 -6.59329 -0.85037
H 2.22121 -4.74035 -2.32094
H 2.16671 -2.42007 -1.49442
H 3.99171 -2.32945 0.43254
H 6.17084 -1.20048 0.23481
H 6.31607 1.25443 0.41298
H 4.28358 2.59713 0.81467
H 2.10113 1.48674 1.06158
H 3.01086 -1.58186 3.34374
H 2.50648 -1.56567 5.74817
H 0.20007 -1.17929 6.52905
H -1.62496 -0.83603 4.90521
H -1.15101 -0.87864 2.49036
*
```

## Properties
LUMO level (spin up / spin down)   -9.36 / -10.17 eV
Expectation value of S²   3.789
Frontier orbital gap (spin up / spin down)   6.38 / 5.80 eV
Energy relative to the best compared isomer or geometry (same formula, charge and spin)   64.78 kJ/mol
HOMO energy (spin up / spin down)   -0.578 / -0.587 Eh

Mulliken analysis output, partial charges in e: 0.511 -0.746 0.173 -0.212 -1.062 1.172 0.165 0.117 -0.371 -0.223 0.326 0.292 0.310 0.449 0.446 0.274 0.107 -0.891 -0.953 -0.234 0.867 0.311 -0.482 -1.144 -0.758 1.168 -0.908 0.478 0.478 0.302 0.534 0.472 0.493 0.509 -0.086 0.668 -0.426 -0.687 -0.663 -0.880 0.313 0.347 0.457 0.420 0.414 0.396 0.480 1.327 -0.012 -0.707 -0.813 -0.649 -0.953 -0.006 0.780 -0.318 -0.809 -0.657 -0.746 -0.307 0.145 -0.347 -0.765 -0.594 -0.742 -0.238 0.455 0.471 0.446 0.516 0.472 0.536 0.501 0.460 0.483 0.206 0.439 0.463 0.443 0.499 0.295